A cluster of 2 separate species, C37H42Cl2N2O9P2S2 in total at a distorted geometry. Source: the OMol25 dataset; level of theory: ωB97M-V with the def2-TZVPD basis set.

Properties
orbital gap = 2.68 eV
net charge = -2
HOMO energy = -0.116 eV

Last column: Löwdin charge in e.
Cartesian coordinates (Å):
C 3.721 -2.650 5.252  -0.13
O 2.354 -2.812 5.535  -0.19
C 1.514 -2.211 4.564  -0.26
C 0.081 -2.694 4.692  -0.18
C -0.867 -1.703 4.014  -0.22
C -2.259 -2.273 3.720  -0.19
C -2.910 -1.757 2.437  -0.19
C -1.997 -1.865 1.193  -0.22
C -2.781 -2.488 0.049  -0.21
C -1.973 -2.828 -1.234  -0.14
C -0.525 -3.196 -1.068  -0.19
C -0.122 -4.208 -0.200  -0.58
Cl -1.260 -5.138 0.706  0.84
C 1.212 -4.536 -0.010  -0.10
C 2.187 -3.839 -0.684  -0.12
C 1.813 -2.852 -1.579  -0.47
C 0.482 -2.542 -1.807  -0.27
N 0.100 -1.563 -2.799  -0.18
P -0.338 -2.153 -4.433  0.62
O -1.962 -2.058 -4.369  -0.35
Cl -0.157 -4.199 -4.245  0.29
C 1.012 -0.487 -3.044  -0.33
C 0.484 0.707 -3.513  -0.03
C 1.276 1.796 -3.870  -0.23
P 0.416 3.193 -4.577  0.22
O 0.175 4.203 -3.376  -0.18
O -1.059 2.633 -4.894  -0.21
S 1.184 3.984 -6.183  0.29
C 2.671 1.721 -3.717  -0.22
C 3.674 2.802 -4.058  -0.18
C 3.506 4.157 -3.378  -0.20
C 3.448 4.078 -1.843  -0.20
N 2.486 5.049 -1.303  -0.05
C 3.084 6.358 -1.078  -0.18
C 2.045 7.451 -0.997  -0.16
C 2.026 8.488 -1.916  -0.05
C 1.044 9.469 -1.893  -0.10
C 0.059 9.416 -0.923  -0.09
C 0.076 8.413 0.032  -0.01
C 1.068 7.449 -0.005  -0.27
O 1.041 6.485 0.979  0.05
C 3.180 0.522 -3.245  -0.06
C 2.386 -0.571 -2.917  -0.46
S 3.159 -2.046 -2.407  1.05
H 4.100 -3.507 4.687  0.08
H 4.271 -2.574 6.189  0.08
H 3.909 -1.738 4.679  0.08
H 1.872 -2.445 3.554  0.12
H 1.538 -1.118 4.674  0.12
H -0.003 -3.672 4.215  0.12
H -0.168 -2.827 5.744  0.12
H -0.952 -0.838 4.678  0.11
H -0.377 -1.348 3.103  0.10
H -2.249 -3.363 3.714  0.11
H -2.912 -2.000 4.552  0.11
H -3.268 -0.736 2.596  0.11
H -3.783 -2.385 2.246  0.08
H -1.143 -2.485 1.465  0.07
H -1.627 -0.872 0.919  0.11
H -3.540 -1.764 -0.255  0.12
H -3.324 -3.360 0.403  0.07
H -2.462 -3.674 -1.725  0.13
H -2.062 -1.990 -1.911  0.07
H 1.467 -5.328 0.677  0.10
H 3.230 -4.078 -0.528  0.10
H -2.217 -1.352 -3.763  0.04
H -0.586 0.785 -3.629  0.10
H -0.021 5.074 -3.749  0.08
H -1.158 2.646 -5.855  0.06
H 4.647 2.414 -3.754  0.11
H 3.687 2.923 -5.141  0.09
H 2.642 4.714 -3.730  0.06
H 4.381 4.747 -3.661  0.11
H 4.446 4.312 -1.451  0.11
H 3.172 3.081 -1.507  0.12
H 2.080 4.697 -0.448  0.10
H 3.731 6.594 -1.921  0.11
H 3.709 6.400 -0.168  0.12
H 2.780 8.539 -2.691  0.11
H 1.048 10.254 -2.635  0.10
H -0.732 10.152 -0.888  0.10
H -0.663 8.365 0.817  0.12
H 1.940 6.256 1.232  0.10
H 4.251 0.413 -3.123  0.11
C -6.555 -6.298 4.257  -0.04
C -6.293 -5.105 3.568  -0.43
C -5.058 -5.127 2.629  -0.38
O -4.796 -4.125 1.922  -0.08
C -4.248 -6.280 2.604  -0.04
C -4.491 -7.474 3.309  -0.42
C -5.791 -7.493 4.175  -0.42
O -6.105 -8.537 4.768  -0.06
O -3.768 -8.483 3.290  -0.06
O -6.957 -4.052 3.644  -0.08
H -7.417 -6.344 4.917  0.08
H -3.366 -6.182 1.976  0.03